A structure of composition C39H32MnN7O3S2, computed with the ωB97M-V functional and the def2-TZVPD basis.

```
84
Properties=species:S:1:pos:R:3:forces:R:3:lowdin_charge:R:1
Mn 1.072962 1.271291 -0.577280 1.3 -0.6 -1.0 0.39
O -0.713479 2.533524 -4.437567 -0.2 0.1 -0.2 0.06
C -1.337835 3.588482 -3.876954 0.2 -0.1 0.3 -0.26
C -2.318569 4.242683 -4.616084 -0.2 0.1 -0.2 -0.03
C -3.009632 5.311886 -4.075977 0.1 -0.1 0.0 -0.11
C -2.723381 5.752650 -2.788066 -0.1 0.1 0.0 -0.11
C -1.740360 5.119740 -2.053172 0.1 -0.2 -0.2 -0.04
C -1.027917 4.039829 -2.580958 -0.3 0.2 -0.4 -0.07
C -0.017516 3.346342 -1.770786 0.8 -0.1 0.6 -0.41
O 0.413457 2.174424 -2.138568 -0.9 1.1 -0.8 -0.17
N 0.376457 3.918577 -0.668995 -0.8 0.9 -0.4 0.08
N 1.142872 3.085723 0.100336 0.5 0.6 0.9 -0.09
C 1.527239 3.617755 1.217385 -0.6 0.3 -0.9 -0.08
C 2.330707 2.972904 2.189699 0.5 -0.5 0.8 -0.15
C 2.652777 3.602732 3.402753 -0.1 -0.1 -0.4 -0.07
C 3.481336 3.002651 4.323011 0.1 0.1 0.3 -0.15
C 4.046905 1.756585 4.025061 -0.1 -0.1 -0.2 -0.12
C 3.754714 1.111554 2.845370 0.2 0.0 0.4 -0.04
C 2.842600 1.665175 1.910953 -0.3 0.0 -0.7 -0.38
O 2.510855 1.025376 0.857619 1.0 -0.3 1.2 -0.25
H -0.150689 2.124146 -3.741857 0.1 0.0 0.2 0.08
H -2.534850 3.886723 -5.615649 0.0 0.0 0.0 0.11
H -3.785926 5.795092 -4.656554 0.0 0.0 0.0 0.09
H -3.278477 6.576717 -2.357380 0.0 0.0 0.0 0.09
H -1.489493 5.434022 -1.050223 0.0 0.0 0.0 0.10
H 1.199603 4.642173 1.381758 0.0 0.1 0.1 0.12
H 2.237259 4.585578 3.603395 0.0 0.0 0.0 0.10
H 3.708587 3.497112 5.259239 0.0 0.0 0.0 0.08
H 4.727899 1.295075 4.731443 0.0 0.0 0.0 0.09
H 4.208173 0.159525 2.598600 0.0 0.0 0.0 0.09
N 3.482190 -1.397473 -3.179679 -0.5 -0.1 0.0 0.05
C 2.560015 -0.624830 -2.503552 1.9 2.0 0.6 -0.82
S 3.093433 0.897390 -1.865752 0.0 -0.8 -0.6 0.73
N 1.356067 -1.089647 -2.370100 -2.1 -0.9 0.1 0.02
N 0.542340 -0.295382 -1.645579 -1.1 -0.9 0.2 -0.05
C -0.778545 -0.561792 -1.591229 2.4 -0.7 -1.2 -0.20
C -1.369647 -1.763237 -2.219605 -0.1 -0.2 -0.2 -0.17
C -1.103484 -2.107863 -3.549091 -0.1 0.1 0.1 -0.03
C -1.632808 -3.262047 -4.103033 0.0 0.0 0.0 -0.09
C -2.436259 -4.104600 -3.346390 0.0 0.0 0.0 -0.11
C -2.709420 -3.777523 -2.026199 0.0 -0.1 0.0 -0.10
C -2.181435 -2.622635 -1.469887 0.2 0.1 0.0 -0.06
C -1.555553 0.331833 -0.806991 -0.9 1.9 1.4 -0.18
C -2.975769 0.314406 -0.765558 0.9 -0.4 -0.5 -0.01
C -3.655469 1.158218 0.066841 0.3 0.8 0.8 -0.07
C -2.928421 2.045984 0.884513 -0.7 -0.5 -0.4 -0.06
C -1.559245 2.074350 0.753492 0.4 -0.1 0.0 -0.11
N -0.871458 1.282002 -0.069518 -1.6 -0.9 -0.4 0.03
H 4.253206 -0.869718 -3.549974 0.1 0.0 0.0 0.06
H 3.082803 -2.080072 -3.804663 0.0 -0.1 0.0 0.08
H -0.483041 -1.453796 -4.141281 0.0 0.0 0.0 0.11
H -1.421852 -3.507207 -5.137354 0.0 0.0 0.0 0.10
H -2.844461 -5.009467 -3.780466 0.0 0.0 0.0 0.09
H -3.333504 -4.428416 -1.424677 0.0 0.0 0.0 0.10
H -2.380871 -2.388668 -0.430111 0.0 0.0 0.0 0.11
H -3.503134 -0.361794 -1.422562 0.0 0.0 0.0 0.11
H -4.738342 1.151004 0.092273 0.0 0.0 0.0 0.10
H -3.421361 2.718192 1.573018 0.0 0.0 0.0 0.10
H -0.974926 2.765026 1.349031 0.1 0.0 -0.1 0.11
N 0.554262 -0.541159 0.967713 -0.1 -0.8 1.1 -0.31
S 1.125946 -1.216093 2.266272 -0.3 -0.1 -0.6 1.08
C -0.323552 -1.885865 3.126625 0.2 -0.1 0.3 -0.36
C -1.541770 -1.255669 2.917056 0.1 0.0 -0.2 -0.08
C -2.671871 -1.716841 3.573268 -0.1 -0.1 0.1 -0.08
C -2.582601 -2.792424 4.447954 0.0 0.1 -0.1 -0.10
C -1.356036 -3.407266 4.664796 0.0 -0.1 0.1 -0.09
C -0.221998 -2.955012 4.009980 0.0 0.1 -0.1 -0.08
C 1.865128 -2.802586 1.780611 0.1 0.1 0.0 -0.37
C 3.205633 -3.023850 2.056321 -0.2 0.1 0.2 -0.08
C 3.849213 -4.123047 1.506661 0.0 -0.1 0.0 -0.08
C 3.152122 -4.990788 0.679151 0.0 0.1 0.0 -0.09
C 1.809870 -4.758746 0.401284 -0.1 -0.1 0.0 -0.07
C 1.164154 -3.664517 0.946633 0.0 0.0 0.1 -0.07
H -0.088058 -1.190796 0.514861 0.0 -0.1 0.0 0.01
H -1.594874 -0.419668 2.228382 0.0 0.0 0.0 0.09
H -3.625533 -1.235736 3.395916 0.0 0.0 0.0 0.10
H -3.468020 -3.150812 4.957556 0.0 0.0 0.0 0.10
H -1.288201 -4.246663 5.346134 0.0 0.0 0.0 0.10
H 0.736382 -3.435448 4.164506 0.0 0.0 0.0 0.11
H 3.737174 -2.327465 2.693774 0.0 0.0 -0.1 0.10
H 4.899706 -4.289015 1.709279 0.0 0.0 0.0 0.10
H 3.657582 -5.838747 0.235063 0.0 0.0 0.0 0.10
H 1.266143 -5.423295 -0.258281 0.0 0.0 0.0 0.10
H 0.121855 -3.476807 0.712017 0.0 0.0 0.0 0.11
```
Positions in Å, forces in eV/Å.

## Properties
Lowest unoccupied orbital energy (alpha / beta) ... 0.0855 / 0.0824 Eh
F_max ... 2.8 eV Å⁻¹
Total charge ... -1
Kohn-Sham gap (alpha / beta) ... 5.79 / 5.41 eV
Multiplicity ... 2
<S²> ... 0.779
Highest occupied orbital energy (alpha / beta) ... -0.1274 / -0.1165 Ha